The following is a quantum chemistry calculation of C49H43Cl4N8O5RbS as an isolated structure at a distorted geometry, from the Open Molecules 2025 dataset.

Results
**E_HOMO**: -1.760 eV
**Kohn-Sham gap**: 0.192 Ha

```
! RIJCOSX wB97M-V def2-TZVPD def2/J DEFGRID3
* xyz -2 1
C -0.1958 2.8384 1.6676
C -2.3898 3.8396 -3.0945
N 0.6742 5.5386 -4.2564
N -1.2287 0.2152 3.8600
H -0.8098 4.7229 4.3947
C 3.1085 3.3224 1.9280
H -4.4553 2.2017 1.9097
O 2.1249 3.5268 -2.9985
C -0.3961 -4.9617 -1.8100
C -3.8142 1.3610 2.1566
H 4.8493 0.2751 -3.8204
C 5.8448 2.3144 -1.3543
C -1.0069 2.5915 4.2453
N -0.4456 1.6241 2.1396
H -3.7952 -4.3028 -0.1788
H -3.6598 6.8756 -3.8690
H -0.1400 4.9622 1.9950
C -2.9363 6.0812 -3.7278
O 2.5819 0.9248 0.3621
H -1.3011 7.2479 -4.4703
C -2.6113 -0.3596 1.1751
C 0.7883 -4.0976 3.0640
H 5.6352 1.8516 -2.3189
Rb 0.3457 0.0392 -0.5881
C -0.6520 5.2902 -3.8915
H 5.0746 4.1314 2.3996
O 2.2092 -3.9890 -0.5974
C -0.1858 -1.9260 3.4383
C -2.8429 -4.4855 -0.6583
N -3.2782 0.7220 1.0357
H 7.8932 2.8246 -1.8730
H 4.2784 -2.8401 -0.9053
H -0.2693 -2.9760 1.5689
C 7.3479 2.3049 -1.0823
H -2.6243 -2.0399 2.4938
C 1.2332 -4.1417 4.3810
H 2.4101 4.0694 0.0127
H 4.1725 4.0440 0.1479
H 5.5006 3.3508 -1.4278
H 3.2425 10.1664 -3.9029
H 5.1475 0.5154 -0.3290
C 2.7133 9.2244 -3.9579
N 0.3566 -2.7457 -1.2266
C 1.9131 8.8114 -2.9074
C 0.2788 -1.9591 4.7540
Cl -3.9153 -6.8549 -1.3988
C 1.2462 7.5992 -2.9659
C -1.8689 -3.4878 -0.5714
Cl 2.3620 6.2119 -6.5265
H 1.3196 -3.0828 6.2463
H 0.0859 -1.1189 5.4056
O 0.9851 2.5719 -1.3243
C -2.7010 -0.1293 3.7197
H 7.7281 1.2829 -1.0158
C -0.8787 1.5018 3.3835
N 2.0182 -1.0528 -2.5929
C 0.0808 -3.0071 2.5940
C -1.6123 6.2909 -4.0669
O -2.0751 -0.5764 -1.1562
Cl 0.4269 7.0849 -1.5281
C 2.8587 8.4048 -5.0642
H 5.3512 1.9257 0.7217
C 0.9788 -3.0650 5.2170
C -0.1341 2.8194 -3.4185
S 3.2324 1.9226 -0.5231
Cl -1.0718 -7.4095 -2.7493
C -2.3098 -0.9999 2.5173
C 1.3160 6.7591 -4.0984
H 2.5842 2.3744 2.0826
C 3.9225 -2.0844 -1.5909
H 0.1290 2.8827 0.6349
C 2.8459 -0.2736 -3.2792
H 7.5679 2.8012 -0.1339
C -3.3259 4.8570 -3.2088
H 1.3161 4.7269 -4.1432
H 1.7805 -5.0020 4.7476
C 5.0485 1.5996 -0.2722
N -0.8850 -0.8251 2.9076
C -2.6280 -5.6785 -1.3287
C 2.5434 -1.9562 -1.7642
C -0.7317 3.8537 3.7520
H 1.8273 9.4099 -2.0105
H 5.8528 -1.3714 -2.2233
C 1.6463 -3.0052 -1.1227
H 1.0033 -4.9115 2.3831
H 0.5726 -5.1548 -2.2486
H 0.2361 2.6065 -4.4264
C -2.1992 -1.1448 -0.0560
C 2.1739 7.2063 -5.1210
C 4.2265 -0.3573 -3.2009
C -3.6260 0.9974 3.4274
H -3.0048 -0.6987 4.5992
C -1.0580 4.0137 -3.4584
H -2.6961 2.8744 -2.7074
H -0.6959 1.9586 -3.0584
C 3.2553 3.5199 0.4228
C -1.3934 -5.9133 -1.9080
H -4.0941 1.5169 4.2546
H 3.4930 8.6936 -5.8909
C -0.3420 3.9907 2.4272
C 4.7766 -1.2810 -2.3218
H 4.2057 3.4607 3.7893
H 4.9517 2.3801 2.6262
C 4.4147 3.3229 2.7264
H 2.3849 0.4392 -3.9573
H -4.3536 4.6874 -2.9125
H 2.4618 4.1058 2.3226
C -0.5973 -3.7237 -1.1761
C 1.1042 2.9882 -2.5000
N -2.1484 -2.4199 0.2612
H -1.3113 2.4364 5.2722
*
```

Results of the Löwdin charge analysis, in e, for atoms 1 through 99: atom 1 (C): -0.12, atom 2 (C): -0.03, atom 3 (N): 0.06, atom 4 (N): 0.03, atom 5 (H): 0.10, atom 6 (C): -0.28, atom 7 (H): 0.10, atom 8 (O): -0.06, atom 9 (C): -0.05, atom 10 (C): -0.13, atom 11 (H): 0.10, atom 12 (C): -0.30, atom 13 (C): -0.02, atom 14 (N): 0.15, atom 15 (H): 0.10, atom 16 (H): 0.09, atom 17 (H): 0.10, atom 18 (C): -0.11, atom 19 (O): -0.66, atom 20 (H): 0.11, atom 21 (C): -0.16, atom 22 (C): -0.07, atom 23 (H): 0.08, atom 24 (Rb): 1.06, atom 25 (C): -0.23, atom 26 (H): 0.07, atom 27 (O): -0.03, atom 28 (C): -0.20, atom 29 (C): -0.07, atom 30 (N): 0.14, atom 31 (H): 0.06, atom 32 (H): 0.11, atom 33 (H): 0.10, atom 34 (C): -0.11, atom 35 (H): 0.14, atom 36 (C): -0.12, atom 37 (H): 0.07, atom 38 (H): 0.08, atom 39 (H): 0.10, atom 40 (H): 0.10, atom 41 (H): 0.08, atom 42 (C): -0.10, atom 43 (N): 0.05, atom 44 (C): -0.13, atom 45 (C): -0.04, atom 46 (Cl): 0.58, atom 47 (C): -0.57, atom 48 (C): -0.21, atom 49 (Cl): 0.69, atom 50 (H): 0.09, atom 51 (H): 0.09, atom 52 (O): -0.25, atom 53 (C): -0.17, atom 54 (H): 0.07, atom 55 (C): -0.30, atom 56 (N): 0.05, atom 57 (C): 0.01, atom 58 (C): -0.06, atom 59 (O): -0.18, atom 60 (Cl): 0.74, atom 61 (C): -0.13, atom 62 (H): 0.06, atom 63 (C): -0.12, atom 64 (C): -0.04, atom 65 (S): 0.94, atom 66 (Cl): 0.59, atom 67 (C): -0.13, atom 68 (C): -0.29, atom 69 (H): 0.09, atom 70 (C): -0.01, atom 71 (H): 0.09, atom 72 (C): -0.15, atom 73 (H): 0.07, atom 74 (C): -0.11, atom 75 (H): 0.11, atom 76 (H): 0.09, atom 77 (C): -0.32, atom 78 (N): 0.02, atom 79 (C): -0.72, atom 80 (C): -0.22, atom 81 (C): -0.08, atom 82 (H): 0.10, atom 83 (H): 0.10, atom 84 (C): -0.53, atom 85 (H): 0.11, atom 86 (H): 0.11, atom 87 (H): 0.13, atom 88 (C): -0.62, atom 89 (C): -0.59, atom 90 (C): -0.09, atom 91 (C): -0.06, atom 92 (H): 0.14, atom 93 (C): -0.14, atom 94 (H): 0.12, atom 95 (H): 0.11, atom 96 (C): -0.29, atom 97 (C): -0.70, atom 98 (H): 0.09, atom 99 (H): 0.10

The following is a quantum chemistry calculation of C49H43CsF3N2O3SbTe as an isolated structure at a distorted geometry, from the Open Molecules 2025 dataset.

Results
**<S²>**: 0.759
**E_HOMO (spin up / spin down)**: -5.150 / -5.268 eV
**Kohn-Sham gap (spin up / spin down)**: 0.263 / 0.268 Ha

```
! RIJCOSX wB97M-V def2-TZVPD def2/J DEFGRID3
* xyz -1 2
C -4.1415 2.1136 -0.9377
C 5.5135 -3.1144 0.4438
C 1.5494 0.2757 5.1156
C -1.8540 -5.9169 4.5183
H -5.9716 -0.9451 -2.1792
H -2.6270 1.6041 3.2369
H 3.0402 -2.1603 2.5527
C 0.8931 2.3039 -0.9535
H -1.0513 1.5584 -1.5505
H -1.0709 2.7833 -0.2745
C -0.8786 -0.7899 5.9441
Cs -1.3287 -2.1684 -0.2769
H -6.6486 1.3066 -3.0418
C 1.2419 0.1454 6.4543
C -3.5282 1.1598 3.6475
N -3.7958 0.9270 -0.4457
C 1.4890 0.5820 -4.7135
H 0.1039 -5.9260 3.6661
O -3.7178 -2.3026 -1.3411
H 2.2979 1.2716 -9.4365
H 3.1192 -2.0761 -5.9090
C -4.8446 -0.7346 4.2206
C -3.0205 -5.2275 4.7639
C 0.8509 1.7206 -5.2273
C 0.6045 -0.1423 4.1884
H -0.9436 1.8121 -4.0347
H 2.4828 5.5068 0.8691
C 3.5571 -2.3814 1.6284
H -0.5841 1.1271 0.0777
H 1.7813 2.8842 -8.9484
H 2.9765 -2.4464 -1.6996
C -4.4666 -0.1319 -0.8961
H -5.0240 -1.7987 4.2463
C -0.5273 1.9232 -0.6672
Te 0.9941 -0.1752 -2.7447
C -3.6539 -0.2249 3.7182
C 0.0426 -0.3817 6.8927
H -0.0803 -3.5940 2.8819
H -3.5731 2.9606 -0.5692
C -4.0008 -1.4977 -0.4222
F -1.7490 -7.1991 4.9522
H 0.8419 -0.0530 3.1344
H -3.8318 -5.7127 5.2891
H -4.4244 3.0888 4.0248
C 2.4213 2.0451 -8.6767
C 3.1585 -1.3291 -5.1154
H 0.2686 2.9942 -3.5911
C 1.3996 3.4343 -0.3134
C 2.4082 -0.0923 -5.5264
C 2.6919 0.3943 -6.8012
H -5.3770 3.3110 -2.2103
F 2.1485 0.5480 7.3801
H 3.9279 1.3958 -3.8431
C 4.0453 1.1708 -2.7809
C 2.7149 3.8460 -0.4731
Sb -1.9278 -1.2543 2.9934
O -3.8195 -1.6587 0.8046
H 3.9134 0.0938 -2.6664
H 0.6596 3.0634 -6.8777
H 3.4569 2.3869 -8.7321
H 4.1114 4.8375 0.8311
H -0.6692 3.2177 -5.0712
C -2.0687 -3.2936 3.6494
C 3.5324 3.0802 -1.2895
C 4.8236 -3.0006 -0.7534
F -6.6682 2.2813 5.0254
C -4.5260 2.0144 4.0815
C 1.7332 1.5716 -1.7925
C -0.9112 -4.0370 3.4129
H -0.1486 -0.4631 7.9540
O 0.7004 -2.2845 1.3841
H 2.5010 0.6911 4.8152
H -4.0370 -3.3892 4.5176
C -0.6165 -0.6766 4.5822
C -5.1543 2.3123 -1.8601
C 3.0703 1.9450 -1.9455
H 6.5431 -3.4487 0.4469
H 2.7755 -1.7860 -4.2059
C 3.5097 -2.5606 -0.7622
H 5.3090 -3.2477 -1.6892
H -1.8213 -1.2035 6.2822
H 4.2118 -1.0951 -4.9409
C -0.1776 2.4760 -4.4411
C 1.4462 -1.7860 0.4839
C 1.1621 2.1794 -6.5015
H 3.5425 5.8336 -0.5009
H -6.7939 -0.3043 5.0481
H 4.5746 3.3569 -1.4168
C 2.8707 -2.2502 0.4261
H 3.4110 -0.1444 -7.4105
C -5.6801 1.4580 4.5910
C -3.1149 -3.9152 4.3217
C 4.8747 -2.8006 1.6365
C -5.8659 0.0946 4.6627
H 5.0653 1.4200 -2.4855
C -5.8508 1.2023 -2.3170
C 2.0883 1.5333 -7.3055
C -0.7929 -5.3491 3.8452
C 3.2388 5.0698 0.2180
H 0.7382 4.0000 0.3331
H 5.4060 -2.8881 2.5763
N 1.0168 -0.9138 -0.3660
C -5.4913 -0.0407 -1.8379
*
```

Results of the Löwdin charge analysis, in e, for atoms 1 through 99: atom 1 (C): -0.15, atom 2 (C): -0.10, atom 3 (C): -0.01, atom 4 (C): -0.29, atom 5 (H): 0.11, atom 6 (H): 0.10, atom 7 (H): 0.11, atom 8 (C): -0.31, atom 9 (H): 0.03, atom 10 (H): 0.07, atom 11 (C): -0.11, atom 12 (Cs): 1.42, atom 13 (H): 0.10, atom 14 (C): -0.29, atom 15 (C): -0.13, atom 16 (N): 0.14, atom 17 (C): -0.39, atom 18 (H): 0.12, atom 19 (O): -0.23, atom 20 (H): 0.08, atom 21 (H): 0.08, atom 22 (C): -0.10, atom 23 (C): -0.02, atom 24 (C): -0.30, atom 25 (C): -0.13, atom 26 (H): 0.06, atom 27 (H): 0.07, atom 28 (C): -0.02, atom 29 (H): 0.06, atom 30 (H): 0.07, atom 31 (H): 0.08, atom 32 (C): -0.19, atom 33 (H): 0.08, atom 34 (C): -0.09, atom 35 (Te): 1.49, atom 36 (C): -0.36, atom 37 (C): -0.02, atom 38 (H): 0.07, atom 39 (H): 0.10, atom 40 (C): -0.85, atom 41 (F): 0.04, atom 42 (H): 0.09, atom 43 (H): 0.11, atom 44 (H): 0.11, atom 45 (C): -0.06, atom 46 (C): -0.09, atom 47 (H): 0.08, atom 48 (C): -0.01, atom 49 (C): -0.33, atom 50 (C): -0.03, atom 51 (H): 0.09, atom 52 (F): 0.03, atom 53 (H): 0.08, atom 54 (C): -0.07, atom 55 (C): -0.27, atom 56 (Sb): 1.53, atom 57 (O): -0.24, atom 58 (H): 0.05, atom 59 (H): 0.11, atom 60 (H): 0.08, atom 61 (H): 0.08, atom 62 (H): 0.07, atom 63 (C): -0.34, atom 64 (C): -0.02, atom 65 (C): -0.09, atom 66 (F): 0.03, atom 67 (C): -0.02, atom 68 (C): -0.38, atom 69 (C): -0.12, atom 70 (H): 0.11, atom 71 (O): -0.35, atom 72 (H): 0.11, atom 73 (H): 0.07, atom 74 (C): -0.37, atom 75 (C): -0.08, atom 76 (C): -0.28, atom 77 (H): 0.09, atom 78 (H): 0.01, atom 79 (C): -0.04, atom 80 (H): 0.10, atom 81 (H): 0.10, atom 82 (H): 0.08, atom 83 (C): -0.07, atom 84 (C): -0.75, atom 85 (C): -0.02, atom 86 (H): 0.08, atom 87 (H): 0.11, atom 88 (H): 0.11, atom 89 (C): -0.15, atom 90 (H): 0.12, atom 91 (C): -0.29, atom 92 (C): -0.10, atom 93 (C): -0.09, atom 94 (C): -0.02, atom 95 (H): 0.08, atom 96 (C): -0.08, atom 97 (C): -0.28, atom 98 (C): -0.01, atom 99 (C): -0.06

Question: What is the formula in the second record?
Answer: C49H43CsF3N2O3SbTe